Formula: C15H7N3O5Sr
Source: the Open Molecules 2025 dataset
Level of theory: ωB97M-V with the def2-TZVPD basis set

Element x y z (Å)
H  -0.8875  1.6152  3.7539
N  -0.1054  -0.0852  4.9072
C  0.2780  -0.4290  7.2848
C  0.1454  -0.0116  8.6217
C  -2.2726  1.3444  -0.0569
C  -0.9507  1.5265  6.5530
C  -1.3525  -2.2688  -0.0645
C  -0.2642  0.3427  6.2418
N  -0.0893  -0.1161  2.6663
O  -3.2347  1.9210  0.1456
C  1.3495  2.2684  -0.0560
O  3.2302  -1.9196  0.1547
C  -0.6691  1.5986  10.3292
H  -1.3886  2.1350  5.7529
C  -1.0867  1.9319  7.8955
O  0.0001  -0.0012  -3.9718
C  -0.5378  1.1705  8.9378
H  0.8229  -1.3575  7.0795
C  -0.4275  0.6132  3.7583
N  -0.7662  1.9287  11.4310
C  2.2728  -1.3368  -0.0697
C  -0.0002  -0.0014  -2.8184
H  0.5766  -0.6043  9.4350
O  -1.9173  -3.2359  0.1519
C  0.4620  -1.3110  3.1308
Sr  -0.0067  -0.0014  0.1555
H  0.7943  -2.0514  5.2131
O  1.9170  3.2362  0.1442
H  -1.6227  2.8540  8.1449
C  0.4541  -1.3119  4.4865
H  0.8249  -2.0975  2.4378

Forces on the atoms, in the same order (eV/Å):
0.4 -0.9 0.0
0.2 -0.4 -2.7
0.0 0.2 0.3
0.0 -0.1 -0.3
-3.5 2.1 0.6
0.0 0.0 0.3
-2.1 -3.6 0.7
-0.1 0.3 1.9
-0.3 0.7 0.8
2.7 -1.6 -0.7
2.1 3.5 0.6
-2.9 1.8 -0.8
0.0 0.0 -0.1
0.1 -0.2 0.5
0.0 0.0 -0.4
0.0 0.0 4.6
0.0 0.0 -0.2
-0.3 0.5 0.2
0.7 -1.4 0.2
0.1 -0.2 -0.8
3.8 -2.3 0.8
0.0 0.0 -4.6
-0.2 0.2 -0.4
1.6 2.8 -0.7
-0.1 0.2 -0.2
0.0 0.0 0.2
-0.2 0.4 -0.5
-1.6 -2.7 -0.7
0.2 -0.4 -0.2
-0.2 0.6 0.8
-0.3 0.6 0.7

Output
Kohn-Sham gap in Ha: 0.22222
Charge: +2
HOMO level in eV: -14.227

---

Formula: C4H5N3O3S
Source: the Open Molecules 2025 dataset
Level of theory: ωB97M-V with the def2-TZVPD basis set

Element x y z (Å)
O  -3.6867  0.2514  -1.1748
H  1.2007  -1.7446  1.3439
O  0.8076  -1.6829  -0.5686
N  -1.4537  -1.0595  -1.1661
C  1.6785  -1.2380  0.4979
C  -0.4789  1.5276  -0.3047
H  2.2978  0.8483  -0.1600
N  0.2199  0.3634  0.1502
H  2.7267  -1.5444  0.4477
C  -0.1262  -0.8169  -0.4957
O  -2.4736  0.0433  0.8909
S  -2.4508  0.1615  -0.5386
N  -1.5852  1.5921  -0.8316
H  0.0937  2.4056  -0.1804
C  1.6418  0.2216  0.5522
H  1.5883  0.6714  1.5379

Forces on the atoms, in the same order (eV/Å):
-1.5 -0.2 -1.7
0.5 0.6 0.4
1.6 -0.4 -0.1
4.9 2.2 3.2
1.9 -2.2 1.3
3.2 -0.5 1.2
-0.7 -1.3 1.1
-1.5 -1.1 -2.0
-0.4 -0.7 -0.7
-7.7 1.3 -3.1
0.0 0.0 0.3
1.7 -1.2 1.0
-2.4 -0.7 -0.4
0.9 1.0 0.1
-1.7 3.4 -0.9
1.1 -0.3 0.3

Output
Kohn-Sham gap in Ha: 0.37119
Charge: 0
HOMO level in eV: -9.937

---

Formula: C5H8O4
Source: the Open Molecules 2025 dataset
Level of theory: ωB97M-V with the def2-TZVPD basis set

Element x y z (Å)
C  -1.9825  -1.8856  -0.4056
H  2.3798  0.7899  -1.3083
H  -3.3691  -0.7879  0.6045
O  -2.2645  -2.0247  -1.5745
H  -2.1634  0.2035  -0.3241
H  0.1717  1.6637  0.5884
H  0.0784  0.3030  -0.5653
C  -2.3144  -0.6028  0.3784
O  2.0935  0.2365  1.8961
H  -1.7000  -0.4977  1.2641
O  2.8950  -1.0630  0.2333
C  0.5134  1.2779  -0.3732
C  2.3796  -0.0234  0.7042
H  2.4783  2.0467  -0.0702
H  0.2160  2.0612  -1.0779
C  2.0295  1.0810  -0.3157
O  -1.4413  -2.7782  0.3457

Forces on the atoms, in the same order (eV/Å):
-0.3 1.3 -0.5
0.1 -0.1 0.0
0.1 0.5 0.2
0.1 -0.4 0.0
-0.1 0.2 0.0
-0.1 -0.4 0.2
-0.4 0.1 -0.3
0.0 -1.3 -0.2
-0.1 0.0 0.1
0.0 0.2 0.2
-0.1 0.1 0.0
0.4 0.5 0.5
0.3 0.0 0.1
0.2 -0.1 0.2
-0.1 -0.4 -0.4
-0.3 0.3 -0.5
0.3 -0.5 0.3

Output
Multiplicity: 2
Kohn-Sham gap (alpha / beta) in Ha: 0.26537 / 0.13457
Charge: -1
HOMO level (alpha / beta) in eV: -3.980 / -3.978

---

Formula: C19H17ClN4O3S
Source: the Open Molecules 2025 dataset
Level of theory: ωB97M-V with the def2-TZVPD basis set

Element x y z (Å)
Cl  3.5429  1.6220  1.0730
O  2.7924  -5.4642  -5.5455
C  1.2580  -3.9498  -3.7232
H  -0.6117  -4.5510  -2.7793
C  -3.8972  2.9169  4.1954
H  1.5297  3.3285  3.4328
C  1.0013  2.3777  3.0377
C  2.0440  1.1429  0.2875
C  2.1778  -1.8331  -2.9882
C  -1.5461  2.6387  3.7251
C  0.2698  -3.8454  -2.8126
C  2.2045  0.0595  -0.6695
H  -0.3233  0.9541  4.0723
C  -2.8855  4.0950  2.3167
H  -1.3320  0.9147  0.4410
H  -4.9285  4.2958  2.8460
C  1.1898  -1.7136  -2.0282
C  -0.5874  3.4672  1.4630
C  -2.6980  2.2452  4.4574
N  0.4448  -5.2610  -5.9013
H  -4.6343  2.5367  4.7845
C  2.2412  -2.9280  -3.8660
S  1.5734  -5.4660  -4.7841
O  3.3105  -0.4148  -0.8406
H  -0.6718  -2.6488  -1.3453
H  -2.8956  4.7256  1.4213
H  2.9684  -1.1131  -3.0256
H  -1.0394  3.3277  0.4882
O  1.0756  -6.7987  -4.2857
C  0.1881  -2.7246  -2.0506
H  -0.3744  -5.6259  -5.4079
H  1.7383  1.5967  3.0652
N  -0.1993  -0.4195  -0.5044
C  -0.3768  0.6777  0.1354
C  -1.6756  3.4561  2.5554
C  0.7203  1.4439  0.6406
H  0.0680  2.3374  5.0443
C  -3.9983  3.8464  3.1727
N  0.5663  2.4760  1.6571
N  1.0726  -0.7174  -1.1226
H  2.9789  -2.9459  -4.6113
H  -2.6471  1.3742  5.0787
C  -0.1796  2.0590  4.0023
H  -0.1521  4.4563  1.4624
H  0.6974  -5.9509  -6.5642

Forces on the atoms, in the same order (eV/Å):
-1.5 0.2 -0.6
0.7 0.8 1.2
3.8 -0.7 -2.1
1.4 0.5 0.1
2.5 -0.2 -1.1
-0.8 -1.2 -1.1
-0.2 1.0 0.8
-2.5 -0.5 0.1
0.7 -0.3 -0.6
0.0 0.0 -1.6
-2.6 -1.2 -0.1
1.2 -2.6 0.7
0.3 0.5 -0.2
-0.2 -0.5 0.7
-2.0 0.2 0.7
-0.1 0.0 0.5
-1.8 -3.3 -1.4
1.0 -0.8 1.4
1.4 1.8 -1.9
-2.3 2.0 -0.4
-2.8 -0.3 1.2
-2.4 -0.3 1.9
-1.5 -3.3 0.3
0.2 0.3 -1.0
0.9 0.1 -0.7
-0.7 -0.1 0.4
0.2 0.3 -0.1
-0.1 -0.2 -0.1
2.0 2.7 1.4
-0.7 1.4 2.1
-0.2 0.3 -0.6
0.3 -0.3 0.4
0.7 -1.0 -2.9
3.0 -1.1 -0.5
-0.1 -1.2 0.9
3.7 2.7 2.4
0.3 0.0 -0.5
0.8 0.5 -1.4
-2.5 0.6 -1.6
-1.3 5.1 4.1
0.9 -0.3 -0.8
0.0 0.0 0.7
-0.1 -1.4 0.9
0.4 0.4 -0.2
0.1 -0.8 -1.3

Output
Kohn-Sham gap in Ha: 0.29043
Charge: 0
HOMO level in eV: -8.921

---

Formula: C3H3IN2O
Source: the Open Molecules 2025 dataset
Level of theory: ωB97M-V with the def2-TZVPD basis set

Element x y z (Å)
H  -1.9799  0.4133  -1.2723
H  0.1380  -0.4766  1.9747
N  -1.1447  0.6406  -0.7796
O  -2.2860  -0.0591  1.1348
I  1.6946  1.1271  0.4825
C  -1.2477  0.1963  0.5430
N  2.5375  -0.6247  -0.8151
C  0.0784  0.0483  1.1190
H  -0.2608  0.4293  -1.1767
C  2.4706  -1.6944  -1.2102

Forces on the atoms, in the same order (eV/Å):
-0.3 0.1 -0.8
0.8 -1.6 2.9
-1.3 -0.3 1.8
1.1 0.2 -0.4
-2.0 -2.6 0.9
-0.3 0.5 -1.6
0.2 4.1 1.4
1.8 3.4 -1.8
0.2 -0.3 -0.9
-0.2 -3.5 -1.4

Output
Kohn-Sham gap in Ha: 0.24519
Charge: 0
HOMO level in eV: -9.596

---

Formula: C29H26ClFN4O5RhS
Source: the Open Molecules 2025 dataset
Level of theory: ωB97M-V with the def2-TZVPD basis set

Element x y z (Å)
H  6.6707  2.4839  -1.3426
H  7.6556  2.1542  -0.0736
O  -3.0958  0.6892  1.2975
C  -7.9061  -1.2354  -1.0885
Cl  -0.6065  6.7869  2.6441
O  -2.7744  -4.2072  0.6162
S  -6.1566  0.3831  0.4849
C  2.0076  -3.4908  1.1594
H  1.2166  -5.2760  0.1188
C  2.0008  -4.9384  0.7820
C  -1.5511  2.9531  2.1246
C  1.7441  1.1005  -0.9742
C  0.4705  0.6133  -0.9996
O  -3.6657  1.7381  -0.5263
H  -0.3388  1.1805  -1.4424
C  2.5369  -0.8591  0.1404
H  -8.9426  -2.7331  -2.2095
F  2.0088  2.2990  -1.5415
H  -4.6578  -2.9347  -2.1917
H  -0.5022  -4.0170  1.1706
H  5.7826  2.0719  1.4328
N  6.7191  1.9949  -0.4452
C  -2.9437  4.2518  0.6449
H  5.8903  3.6409  0.5892
C  -7.9771  -2.3463  -1.9103
C  1.2467  -1.4013  0.0935
C  -5.5979  -2.4717  -1.9253
C  -1.3988  -2.3540  0.2481
H  4.9013  -0.7268  -1.3581
C  -6.6493  -0.7871  -0.7158
N  -5.5360  -1.3605  -1.1971
H  5.0237  0.7999  -2.2323
H  2.2937  -5.6473  1.5421
O  -3.8036  -2.2529  0.4410
C  4.3117  2.3337  -0.1362
H  -8.7916  -0.7507  -0.7016
C  3.0400  -4.0229  0.2079
H  4.2329  2.8949  -1.0787
N  0.9589  -2.6432  0.6361
C  -2.7624  -2.9987  0.4393
C  5.0883  0.3377  -1.2322
C  -6.8136  -2.9964  -2.3127
H  -3.7143  4.2851  -0.1135
C  -2.3564  5.4177  1.1097
H  -1.2705  1.9857  2.5222
H  2.9292  -3.7496  -0.8331
H  -2.6638  6.3840  0.7348
N  4.1249  0.9057  -0.3086
C  6.4883  0.5233  -0.6809
C  0.2055  -0.6473  -0.4613
H  2.3199  -3.2341  2.1648
H  3.5520  2.7306  0.5345
C  -0.3300  -3.0516  0.7136
H  4.0578  -4.1053  0.5637
C  5.6761  2.5801  0.4767
C  -1.3601  5.3337  2.0701
Rh  -4.0688  -0.3274  -0.1994
H  6.5932  0.0362  0.2865
H  3.3409  -1.3963  0.6245
H  7.2556  0.1677  -1.3653
O  -2.0553  -0.4468  -0.9982
C  -1.1798  -1.1314  -0.4413
C  -0.9516  4.1119  2.5864
C  -2.5407  3.0218  1.1507
H  -6.8486  -3.8956  -2.9095
C  -3.1441  1.7751  0.6327
C  2.7966  0.3906  -0.3864
H  -0.1850  4.0808  3.3485

Forces on the atoms, in the same order (eV/Å):
0.0 0.0 0.0
0.0 0.0 0.0
0.3 0.5 -0.3
-0.2 -0.1 0.0
0.0 0.0 0.0
-0.1 0.1 0.1
-0.1 -0.5 -0.1
0.0 0.0 0.0
0.0 0.0 0.0
0.0 0.0 0.0
-0.1 0.0 0.1
0.0 0.0 -0.1
0.0 0.0 0.0
-0.4 0.0 0.5
0.0 0.0 0.0
0.1 0.0 0.0
0.0 0.0 0.0
0.0 0.0 0.0
0.0 0.0 0.0
0.0 0.0 0.0
0.0 0.0 0.0
0.0 0.0 0.0
0.1 0.0 0.0
0.0 0.0 0.0
0.0 0.1 0.1
0.0 0.0 0.1
0.0 0.0 -0.3
-0.2 0.0 0.0
0.0 0.0 0.0
0.2 0.0 0.2
0.0 0.5 -0.7
0.0 0.0 0.0
0.0 0.0 0.0
-0.6 0.3 0.2
0.0 0.0 0.0
0.0 0.0 0.0
0.0 0.0 0.0
0.0 0.0 0.0
-0.1 -0.1 -0.1
0.3 0.0 0.0
0.0 0.1 -0.1
0.0 0.0 0.0
0.0 0.0 0.0
0.0 0.0 0.0
0.0 0.0 0.0
0.0 0.0 0.0
0.0 0.0 0.0
0.0 -0.1 0.0
0.0 0.0 0.0
0.0 0.0 0.0
0.0 0.0 0.0
0.0 0.0 0.0
0.2 0.0 0.0
0.0 0.0 0.0
0.0 0.0 0.0
0.0 -0.1 0.0
0.7 -0.6 1.0
0.0 0.0 0.0
0.0 0.0 0.0
0.0 0.0 0.0
-0.4 -0.1 -0.2
0.2 0.0 0.2
0.0 0.0 0.0
0.0 0.0 0.0
0.0 0.0 0.0
0.2 -0.2 -0.5
0.1 0.0 0.0
0.0 0.0 0.0

Output
Kohn-Sham gap in Ha: 0.22280
Charge: +1
HOMO level in eV: -9.409

---

Formula: C4H12N4
Source: the Open Molecules 2025 dataset
Level of theory: ωB97M-V with the def2-TZVPD basis set

Element x y z (Å)
N  -0.0729  1.4270  -1.2606
H  0.6423  1.8566  1.2270
H  -1.6255  -0.5700  1.9152
C  0.8920  0.0769  0.5363
C  0.8352  -0.5890  -1.8904
N  0.5694  0.3683  -0.8325
C  1.3366  -1.3322  0.8001
H  -2.1054  -0.8054  0.2244
H  -1.7020  0.9348  0.5951
H  -3.1229  0.1264  1.3097
H  0.5617  -0.1157  -2.8326
N  -0.6273  2.1779  -0.3808
H  1.4490  -1.4470  1.8742
N  1.0442  0.9469  1.4331
H  -1.0251  2.9808  -0.8685
H  2.3103  -1.5186  0.3409
H  0.2263  -1.4873  -1.7678
H  1.8889  -0.8678  -1.8967
C  -2.0942  -0.1049  1.0514
H  0.6194  -2.0577  0.4226

Forces on the atoms, in the same order (eV/Å):
-1.5 2.2 0.6
0.3 -0.1 -0.4
0.4 0.5 -0.1
1.1 0.5 -0.3
0.1 -0.2 -0.1
-0.5 -0.7 0.7
0.0 0.0 0.0
-0.1 -0.3 -0.2
-0.4 -2.7 1.8
-0.3 -0.2 0.1
0.1 0.0 0.1
1.6 -0.6 -1.1
-0.1 0.0 0.0
-0.6 -0.1 0.8
0.0 -0.3 -0.4
-0.1 -0.1 -0.1
0.0 0.0 0.0
0.0 0.0 -0.1
-0.2 2.2 -1.3
0.0 -0.1 0.0

Output
Kohn-Sham gap in Ha: 0.36152
Charge: 0
HOMO level in eV: -9.047

---

Formula: C6H11NO2
Source: the Open Molecules 2025 dataset
Level of theory: ωB97M-V with the def2-TZVPD basis set

Element x y z (Å)
H  -0.5039  1.5904  1.6299
H  -2.8398  -1.3434  -0.9521
H  0.9787  -1.4591  -1.0953
C  0.1825  0.1919  0.0599
C  1.0559  -1.0464  -0.0921
N  1.4813  1.2481  1.9765
C  -1.7571  -1.2984  -0.8564
H  -1.4356  -2.2100  -0.3572
H  2.1041  -0.7914  0.0590
H  1.5657  1.5512  -0.8632
H  -0.0645  2.1790  -0.7937
C  0.5181  1.2759  -0.9660
C  0.1181  0.7021  1.4887
H  -1.3252  -1.2429  -1.8531
O  2.5404  1.0029  1.4746
O  -2.2164  0.7055  0.2908
H  -0.1169  -0.0649  2.2309
C  -1.3656  -0.0908  -0.0411
H  0.7887  -1.8172  0.6289
H  0.2917  0.9175  -1.9688

Forces on the atoms, in the same order (eV/Å):
-0.1 -0.4 -0.1
0.0 0.1 0.0
-0.1 -0.1 -0.1
-2.3 0.0 1.0
0.1 0.1 -0.1
-0.1 0.9 1.9
-0.6 -0.3 0.5
0.2 -0.2 -0.2
-0.1 0.0 0.0
0.1 -0.1 -0.3
-0.2 0.0 0.0
0.0 0.1 0.4
3.6 0.8 -0.3
0.2 -0.1 0.0
-1.3 -0.5 -0.7
0.6 -0.2 0.4
-0.1 0.1 0.0
-0.1 -0.1 -2.5
0.0 -0.1 0.0
0.2 0.0 -0.1

Output
Kohn-Sham gap (alpha / beta) in Ha: 0.31716 / 0.31719
Charge: 0
HOMO level (alpha / beta) in eV: -8.399 / -8.399

---

Number 1: total energy -1146.436712 a.u.. Number 2: total energy -943.502617 a.u.. Number 3: total energy -496.273643 a.u.. Number 4: total energy -2037.198354 a.u.. Number 5: total energy -598.386214 a.u.. Number 6: total energy -2784.530162 a.u.. Number 7: total energy -378.533803 a.u.. Number 8: total energy -440.351403 a.u..